Entry 1:
Molecular formula: C18H42NO11
Method: DFT, wB97M-V/def2-TZVPD

Each line ends with the Mulliken charge.
CARTESIAN COORDINATES (ANGSTROEM)
N1 -21.807930 13.497080 12.110470  -0.52
H1 -22.215750 13.525570 13.034030  0.38
H2 -22.424770 12.981410 11.499160  0.32
H3 -20.896040 13.064260 12.145670  0.39
H4 -21.805040 14.467780 11.831490  0.37
C1 -25.920690 11.732610 16.581760  -1.24
C2 -25.563550 13.215450 16.897010  0.59
C3 -26.098760 13.821360 18.190670  -1.27
O1 -24.192490 13.347690 16.682390  -0.94
H5 -25.397630 11.061720 17.263240  0.31
H6 -25.695340 11.410390 15.565150  0.26
H7 -26.985980 11.568580 16.744100  0.33
H8 -26.057960 13.756390 16.090130  0.06
H9 -26.058570 14.910340 18.215390  0.29
H10 -25.545850 13.523990 19.081710  0.34
H11 -27.096040 13.415230 18.359740  0.30
C4 -20.004070 7.535660 13.516710  -1.28
C5 -18.868750 8.561100 13.708060  0.51
C6 -18.139420 8.941380 12.484010  -1.17
O2 -19.319740 9.738240 14.451430  -0.90
H12 -20.599620 7.420450 14.422320  0.31
H13 -19.574160 6.559210 13.293510  0.34
H14 -20.737100 7.812730 12.759080  0.29
H15 -18.204960 7.958900 14.328420  0.07
H16 -18.794870 9.494860 11.811580  0.27
H17 -17.823900 8.078130 11.898050  0.35
H18 -17.307390 9.591650 12.754160  0.26
C7 -24.026560 21.376490 8.877440  -1.01
C8 -22.959370 20.437890 8.407840  -0.30
O3 -21.724280 20.496760 9.142620  -0.34
C9 -21.597530 19.681210 10.212970  0.74
O4 -22.378870 18.786920 10.512260  -0.57
O5 -20.444270 19.936880 10.863430  -0.30
C10 -19.314560 20.402670 10.283060  -0.55
H19 -24.974720 21.107610 8.411830  0.33
H20 -23.833490 22.365380 8.461600  0.28
H21 -24.139030 21.336710 9.960890  0.32
H22 -22.755520 20.641290 7.356560  0.29
H23 -23.253070 19.389040 8.449840  0.35
H24 -18.498500 20.254530 10.990310  0.26
H25 -19.368360 21.483450 10.152260  0.27
H26 -19.006070 19.896210 9.368490  0.22
C11 -28.115830 14.455160 7.052470  -1.07
C12 -26.990490 13.680040 7.834920  -0.24
O6 -27.255430 12.284560 7.815420  -0.24
C13 -26.556520 11.402200 8.581360  0.69
O7 -25.516520 11.626270 9.220560  -0.57
O8 -27.272240 10.258070 8.648840  -0.29
C14 -26.858130 9.333270 9.568130  -0.72
H27 -27.663680 15.401060 6.754270  0.33
H28 -28.995160 14.648580 7.666860  0.29
H29 -28.294060 13.794520 6.204000  0.31
H30 -26.942460 14.141100 8.821440  0.32
H31 -26.072490 13.823520 7.265020  0.28
H32 -27.776470 8.749460 9.630740  0.26
H33 -26.800470 9.677700 10.600670  0.35
H34 -25.985240 8.724970 9.331200  0.29
C15 -15.468160 14.956430 9.627280  -1.06
C16 -15.762400 14.096550 8.365700  -0.26
O9 -16.335810 14.848000 7.296640  -0.28
C17 -17.605500 15.268190 7.360450  0.69
O10 -18.402980 15.251250 8.295920  -0.55
O11 -17.877060 15.950470 6.116080  -0.32
C18 -19.114190 16.631540 5.891450  -0.44
H35 -14.875140 15.828970 9.353200  0.30
H36 -14.887310 14.296940 10.272090  0.37
H37 -16.425220 15.201040 10.088040  0.29
H38 -16.266640 13.191410 8.704200  0.33
H39 -14.746530 13.809130 8.094610  0.29
H40 -19.152230 17.204470 4.964950  0.24
H41 -19.152350 17.335480 6.722780  0.14
H42 -19.966940 15.960800 5.996480  0.27

Cartesian forces (eV/Å) of the 3 atoms listed first:
N -0.611 0.372 0.190
H -0.279 -0.534 1.027
H -0.259 -0.406 -0.244

Total energy   -43353.0708 eV
Maximum force   0.0830 hartree/bohr
E_LUMO   0.82 eV
Gap between HOMO and LUMO   0.1161 Ha
Net charge   -1

***

Entry 2:
Molecular formula: C18H42O12
Method: DFT, wB97M-V/def2-TZVPD

Each line ends with the Mulliken spin population.
CARTESIAN COORDINATES (ANGSTROEM)
O1 -2.310349 -3.530023 1.747931  -0.05
C1 -2.450875 -3.021048 0.654355  -0.14
O2 -2.559765 -3.785334 -0.360453  -0.26
C2 -2.677612 -3.112780 -1.589959  0.20
C3 -2.964034 -1.662600 -1.229960  0.67
C4 -2.601005 -1.609249 0.260091  0.33
H1 -3.463212 -3.506332 -2.234972  -0.21
H2 -1.764069 -3.167269 -2.182049  0.40
H3 -4.001177 -1.446995 -1.486754  -0.65
H4 -2.302982 -1.048882 -1.841898  -0.24
H5 -3.377492 -1.190856 0.900486  0.43
H6 -1.671135 -1.071120 0.444093  0.13
O3 -0.415114 0.692177 2.519481  0.01
C5 -1.230905 0.195504 3.262643  -0.05
O4 -2.458472 0.718570 3.513792  -0.08
C6 -3.234683 -0.189259 4.334472  0.13
C7 -2.375828 -1.397482 4.604826  0.02
C8 -1.027299 -1.092617 4.014051  -0.01
H7 -4.250144 -0.403327 4.001138  -0.11
H8 -3.397412 0.320531 5.284067  0.01
H9 -2.658279 -2.347666 4.151535  0.03
H10 -2.256566 -1.493271 5.684038  0.00
H11 -0.687356 -1.769679 3.230387  -0.01
H12 -0.185648 -1.087841 4.706646  -0.02
O5 4.905075 5.019494 -1.332052  0.00
C9 3.829275 4.845483 -0.800024  0.01
O6 3.224275 5.757724 0.034990  0.00
C10 1.852791 5.380278 0.386287  0.03
C11 1.744572 3.951824 -0.153588  -0.01
C12 2.877714 3.698175 -1.136842  -0.02
H13 1.199363 6.092495 -0.117587  0.00
H14 1.715072 5.323727 1.466064  0.00
H15 0.813875 3.804033 -0.701363  0.01
H16 1.801225 3.313372 0.728048  -0.02
H17 2.558184 3.743851 -2.177957  -0.01
H18 3.256130 2.684953 -1.001661  -0.01
C13 1.122504 0.645435 -0.582935  0.11
O7 0.489723 1.089229 -1.778081  0.40
H19 0.557630 1.118389 0.220385  -0.04
H20 1.028115 -0.436736 -0.492944  0.15
H21 2.162511 0.960420 -0.497672  -0.02
H22 -0.443485 1.210365 -1.588202  0.09
C14 0.931114 -3.399310 1.054587  -0.07
O8 2.331296 -3.572861 1.004564  -0.03
H23 0.595464 -2.570082 0.431825  0.10
H24 0.392777 -4.320769 0.832806  0.01
H25 0.662086 -3.207297 2.093269  0.01
H26 2.502557 -3.702044 0.068835  0.01
C15 0.551542 -2.228214 -3.516935  -0.14
O9 0.620540 -3.580759 -3.206312  -0.12
H27 0.571894 -1.928581 -4.564739  0.11
H28 -0.415481 -1.932966 -3.109758  0.30
H29 1.330045 -1.701960 -2.964578  -0.07
H30 -0.189686 -3.964577 -3.549561  0.00
C16 1.363620 1.397353 -5.165542  0.13
O10 1.848276 1.960643 -3.940706  -0.04
H31 1.596852 0.332624 -5.157441  0.01
H32 0.288831 1.515080 -5.303679  -0.03
H33 1.816793 1.913683 -6.011794  0.00
H34 1.301929 1.554058 -3.264106  0.00
C17 -2.235723 2.111222 0.011175  0.91
O11 -2.136916 1.732574 -1.342838  -1.91
H35 -2.946831 2.928727 0.129949  0.02
H36 -2.633012 1.269048 0.577746  -0.25
H37 -1.249579 2.349551 0.409687  0.05
H38 -3.008810 1.650821 -1.736182  0.82
C18 2.937317 -0.751632 2.215959  0.00
O12 3.524140 -1.964569 2.583418  0.00
H39 2.840311 -0.146879 3.117608  0.00
H40 3.480858 -0.252587 1.413700  0.00
H41 1.966789 -1.004335 1.788975  0.00
H42 2.987869 -2.681620 2.237212  0.00

Cartesian forces (eV/Å) of the 3 atoms listed first:
O 0.230 0.793 0.393
C 0.077 0.023 2.455
O -0.128 -3.066 -2.602

<S²>   0.75
Total energy   -43913.9329 eV
Maximum force   0.0782 hartree/bohr
E_LUMO (spin up / spin down)   2.46 / 2.38 eV
Gap between HOMO and LUMO (spin up / spin down)   0.0832 / 0.3672 Ha
Net charge   -1
Spin multiplicity   2

***

Entry 3:
Molecular formula: C18H43BNO10P2
Method: DFT, wB97M-V/def2-TZVPD

Each line ends with the Mulliken charge.
CARTESIAN COORDINATES (ANGSTROEM)
C1 3.426745 0.650803 -5.823704  -1.29
C2 2.063107 0.145196 -5.397258  0.10
O1 1.555999 -0.745300 -6.410178  -0.34
B1 0.245519 -1.033453 -6.500535  0.37
O2 -0.194759 -2.333071 -6.596489  -0.51
C3 -0.857823 0.189666 -6.613757  0.09
C4 -1.634292 -0.154387 -7.803304  -0.73
N1 -2.724914 -0.765354 -7.493860  0.04
C5 -2.919202 -0.899200 -6.031941  -0.58
C6 -1.970564 0.187177 -5.529102  -0.45
H1 3.320042 1.394490 -6.613910  0.30
H2 3.978256 1.058981 -4.980136  0.37
H3 3.980069 -0.181007 -6.260867  0.32
H4 2.143565 -0.402278 -4.456976  0.28
H5 1.379127 0.987731 -5.246697  0.19
H6 -0.395694 -2.772128 -5.767393  0.34
H7 -0.283687 1.112206 -6.665866  0.62
H8 -1.348852 0.012300 -8.835598  0.50
H9 -3.362469 -1.125023 -8.193330  0.25
H10 -3.957519 -0.647816 -5.817196  0.36
H11 -2.734782 -1.903779 -5.660334  0.30
H12 -2.447309 1.165856 -5.606112  0.34
H13 -1.619889 0.055621 -4.507940  0.12
O3 -2.287902 -0.694923 -1.180956  -0.75
P1 -2.019017 0.119612 0.011942  0.60
O4 -3.265553 0.943014 0.537190  -0.24
C7 -4.596204 0.401801 0.511678  -0.24
C8 -4.907952 -0.392421 1.761688  -0.97
O5 -1.058281 1.352779 -0.344502  -0.38
C9 -0.567503 1.499603 -1.668005  -0.37
C10 -1.480133 2.383256 -2.496207  -1.02
O6 -1.233862 -0.357633 1.284756  0.26
C11 -1.420530 -1.631525 1.958724  -0.26
C12 -1.656854 -2.801586 1.029008  -1.36
H14 -4.734673 -0.206217 -0.384562  0.29
H15 -5.262207 1.259957 0.435259  0.35
H16 -4.335240 -1.322019 1.791898  0.17
H17 -5.965742 -0.653793 1.789890  0.42
H18 -4.664189 0.184962 2.653671  0.24
H19 -0.449554 0.519115 -2.134887  0.26
H20 0.424534 1.946562 -1.588399  0.36
H21 -2.524877 2.092090 -2.381352  0.22
H22 -1.201918 2.310151 -3.551128  0.28
H23 -1.398038 3.428147 -2.197771  0.39
H24 -2.229149 -1.526427 2.683601  0.35
H25 -0.506873 -1.786206 2.530083  0.32
H26 -2.536681 -2.655331 0.402561  0.31
H27 -1.804112 -3.708005 1.615724  0.42
H28 -0.804476 -2.946545 0.365233  0.35
O7 1.873783 -0.847465 4.866695  -0.70
P2 2.413900 0.511573 4.974891  1.10
O8 2.202330 1.186099 6.395887  -0.28
C13 2.278818 0.417923 7.605644  -0.26
C14 3.694426 0.326812 8.134739  -0.95
O9 1.586679 1.543706 4.087365  -0.47
C15 0.484388 1.091340 3.296435  -0.12
C16 -0.818032 1.226492 4.062951  -0.80
O10 3.848439 0.949527 4.488389  -0.36
C17 5.070896 0.214493 4.716201  -0.28
C18 4.929244 -1.290013 4.615557  -1.05
H29 1.856390 -0.575539 7.443953  0.31
H30 1.643049 0.933978 8.323782  0.34
H31 4.317956 -0.294699 7.488422  0.16
H32 3.698418 -0.120854 9.128698  0.40
H33 4.147325 1.316873 8.192369  0.27
H34 0.659142 0.069458 2.966837  0.16
H35 0.464749 1.719715 2.406021  0.22
H36 -0.715304 0.820151 5.069793  0.28
H37 -1.627531 0.708155 3.550993  0.09
H38 -1.097461 2.276461 4.157118  0.30
H39 5.482746 0.510289 5.682855  0.28
H40 5.763571 0.573617 3.957044  0.32
H41 4.201523 -1.679495 5.326600  0.31
H42 5.890414 -1.762784 4.818675  0.38
H43 4.596455 -1.581462 3.619437  0.34

Cartesian forces (eV/Å) of the 3 atoms listed first:
C -0.252 -0.253 -0.442
C 0.477 0.496 -0.127
O -0.310 -0.169 0.608

Total energy   -60583.8951 eV
Maximum force   0.0497 hartree/bohr
E_LUMO   -4.03 eV
Gap between HOMO and LUMO   0.2804 Ha
Net charge   +1